{"formula": "C4H5NS3", "method": "the ωB97M-V functional and the def2-TZVPD basis", "elements": ["S", "C", "C", "C", "S", "N", "C", "S", "H", "H", "H", "H", "H"], "positions_angstrom": [[-2.500, -1.647, -0.063], [-1.966, -0.097, -0.414], [-1.518, 0.937, 0.512], [-0.150, 1.072, 0.202], [0.417, 2.487, -0.214], [0.600, -0.068, 0.346], [1.794, -0.252, -0.010], [2.693, -1.587, -0.041], [-1.822, -0.057, -1.686], [-1.520, 0.643, 1.666], [-1.860, 1.987, 0.517], [0.031, -0.931, 0.570], [2.256, 0.821, -0.151]], "nbo_charge": [0.070, -0.276, -0.608, 0.076, 0.036, -0.611, -0.081, -0.049, 0.257, 0.256, 0.298, 0.417, 0.216], "lumo_ev": -1.61, "homo_lumo_gap_ev": 7.078, "multiplicity": 1, "charge": 0, "e_above_lowest_kcal_mol": 67.0, "homo_energy_ev": -8.7, "energy_ev": -38221.826}

=====

{"formula": "C4H5O2", "method": "the ωB97M-V functional and the def2-TZVPD basis", "elements": ["C", "C", "C", "C", "O", "O", "H", "H", "H", "H", "H"], "positions_angstrom": [[2.080, 1.233, -0.035], [0.357, 1.598, -1.608], [-0.423, -0.407, -0.552], [-1.154, -0.868, 0.618], [-0.267, 0.593, -1.209], [1.584, 1.880, -1.014], [2.918, 1.760, 0.398], [-0.039, 2.283, -2.354], [-0.649, -1.642, 1.140], [-2.028, -1.411, 0.222], [-1.527, -0.043, 1.199]], "nbo_charge": [0.121, 0.445, 0.659, -0.770, -0.323, -0.436, 0.155, 0.247, 0.316, 0.323, 0.263], "lumo_ev": [-5.81, -5.77], "homo_lumo_gap_ev": [7.875, 7.871], "multiplicity": 1, "charge": 1, "e_above_lowest_kcal_mol": 184.7, "homo_energy_ev": [-13.7, -13.6], "energy_ev": -8307.691}

=====

{"formula": "C4H5O2S3", "method": "the ωB97M-V functional and the def2-TZVPD basis", "elements": ["C", "C", "C", "C", "O", "O", "S", "S", "S", "H", "H", "H", "H", "H"], "positions_angstrom": [[1.731, -0.164, 0.210], [0.498, -0.490, 0.545], [-0.493, -1.189, 1.008], [-0.780, 1.565, -0.962], [-0.677, -1.476, 2.318], [-1.527, -1.516, 0.178], [0.620, 2.715, -1.266], [-1.805, 1.768, 0.253], [-0.834, 0.222, -2.033], [2.160, 0.933, 0.094], [2.391, -0.853, -0.062], [1.433, 1.830, -1.866], [-1.125, -2.292, 2.355], [-1.592, -1.052, -0.772]], "nbo_charge": [-0.440, -0.089, 0.513, -0.503, -0.679, -0.787, -0.043, -0.103, -0.312, 0.182, 0.165, 0.131, 0.474, 0.490], "lumo_ev": 3.22, "homo_lumo_gap_ev": 7.099, "multiplicity": 1, "charge": -1, "e_above_lowest_kcal_mol": 42.5, "homo_energy_ev": -3.9, "energy_ev": -40828.418}

=====

{"formula": "C4H5O2Tl", "method": "the ωB97M-V functional and the def2-TZVPD basis", "elements": ["O", "C", "C", "C", "H", "H", "H", "C", "O", "H", "H", "Tl"], "positions_angstrom": [[1.822, 0.134, 0.289], [1.460, -1.173, 0.183], [0.464, -1.478, -0.722], [-0.554, -1.743, -1.362], [2.496, 0.264, 0.965], [1.911, -1.897, 0.860], [-1.337, -1.981, -2.063], [-2.077, 0.151, 0.938], [-1.552, 1.100, 0.384], [-1.502, -0.766, 1.175], [-3.117, 0.213, 1.308], [0.257, 1.353, -0.893]], "nbo_charge": [-0.727, 0.064, -0.133, -0.176, 0.536, 0.228, 0.269, 0.355, -0.623, 0.148, 0.168, 0.892], "lumo_ev": [-4.16, -4.77], "homo_lumo_gap_ev": [8.091, 9.039], "multiplicity": 2, "charge": 1, "e_above_lowest_kcal_mol": 31.5, "homo_energy_ev": [-12.3, -13.8], "energy_ev": -13006.631}

=====

{"formula": "C4H5O2Yb", "method": "the ωB97M-V functional and the def2-TZVPD basis", "elements": ["H", "C", "C", "O", "Yb", "H", "O", "C", "C", "H", "H", "H"], "positions_angstrom": [[-1.419, -0.450, -1.147], [-0.426, 0.208, -0.784], [-1.412, 1.090, -0.540], [-2.158, 1.627, 0.211], [-4.347, 2.982, 0.415], [0.133, 0.308, -1.719], [2.823, -0.066, 0.539], [1.738, -0.632, 0.510], [0.884, -1.576, 0.830], [3.072, 0.431, -0.271], [0.225, -1.406, 1.689], [0.886, -2.515, 0.267]], "nbo_charge": [0.345, -0.635, 0.719, -0.665, 1.979, 0.324, -0.506, 0.512, -0.140, 0.570, 0.237, 0.261], "lumo_ev": [-13.33, -13.70], "homo_lumo_gap_ev": [4.586, 8.465], "multiplicity": 3, "charge": 3, "e_above_lowest_kcal_mol": 0.0, "homo_energy_ev": [-17.9, -22.2], "energy_ev": -39814.114}

=====

{"formula": "C4H5O3", "method": "the ωB97M-V functional and the def2-TZVPD basis", "elements": ["O", "C", "C", "C", "C", "O", "O", "H", "H", "H", "H", "H"], "positions_angstrom": [[1.515, -2.026, -1.092], [0.899, -0.983, -0.925], [0.516, -0.651, 0.526], [-0.182, 0.650, 0.818], [-1.205, 0.945, -0.423], [-0.540, 1.358, -1.419], [-2.426, 0.695, -0.131], [0.682, -0.088, -1.598], [1.346, -0.736, 1.159], [-0.291, -1.367, 0.716], [-0.870, 0.687, 1.649], [0.557, 1.515, 0.720]], "nbo_charge": [-0.589, 0.423, -0.528, -0.540, 0.790, -0.799, -0.777, 0.196, 0.203, 0.223, 0.213, 0.186], "lumo_ev": 4.07, "homo_lumo_gap_ev": 8.060, "multiplicity": 1, "charge": -1, "e_above_lowest_kcal_mol": 21.2, "homo_energy_ev": -4.0, "energy_ev": -10372.076}